No. 1
Computed, not measured: one molecule with the formula C5H7N3 in a non-equilibrium geometry, with ωB97M-V with the def2-TZVPD basis set.

XYZ file:
```
15
Properties=species:S:1:pos:R:3:nbo_charge:R:1
C 0.73 -0.57 0.38 0.036
C -1.35 0.47 1.20 0.012
C -0.51 -0.54 1.24 -0.253
C 0.76 1.86 -2.84 -0.147
C -0.79 -1.81 1.94 -0.652
N 0.99 0.28 -0.53 -0.172
N 0.15 2.12 -1.73 -0.202
N 0.30 1.35 -0.72 -0.048
H 1.30 -1.52 0.45 0.213
H -1.16 1.31 0.62 0.183
H 0.65 2.53 -3.65 0.174
H 1.68 1.19 -3.07 0.174
H -0.01 -2.31 2.51 0.225
H -1.51 -1.72 2.84 0.230
H -1.22 -2.63 1.35 0.228
```

Summary:
ΔE to the lowest compared entry with this formula, charge and spin	804.0	kJ/mol
2S+1	1
F_max	4.1	eV/Å
total charge	0
E_LUMO (spin up / spin down)	-0.65 / -1.22	eV
HOMO-LUMO gap (spin up / spin down)	7.708 / 7.070	eV

---

No. 2
Computed, not measured: one molecule with the formula C8H9NO2S in a non-equilibrium geometry, with ωB97M-V with the def2-TZVPD basis set.

XYZ file:
```
21
Properties=species:S:1:pos:R:3:nbo_charge:R:1
C 2.73 1.17 -0.39 -0.087
C 1.23 1.49 -0.17 -0.264
C -0.85 0.15 -0.33 0.131
C -1.58 -0.94 -0.80 -0.237
C -2.97 -1.02 -0.56 -0.182
C -3.59 -0.01 0.19 -0.226
C -2.87 1.09 0.54 -0.192
C -1.49 1.14 0.37 -0.250
H 3.08 1.58 -1.36 0.194
H 3.36 1.65 0.35 0.196
H 0.77 2.21 -0.87 0.227
H 1.04 1.77 0.87 0.202
H -1.10 -1.67 -1.43 0.223
H -3.54 -1.82 -1.06 0.221
H -4.62 -0.10 0.46 0.216
H -3.40 1.87 1.07 0.215
H -0.98 2.07 0.77 0.222
N 0.57 0.21 -0.54 -0.641
O 1.33 -1.04 1.59 -0.921
O 2.92 -0.29 -0.35 -0.687
S 1.48 -1.05 0.12 1.640
```

Summary:
ΔE to the lowest compared entry with this formula, charge and spin	125.3	kJ/mol
2S+1	1
F_max	2.2	eV/Å
total charge	0
E_LUMO	0.78	eV
HOMO-LUMO gap	9.758	eV

---

No. 3
Computed, not measured: C14H18F4N4O2Tl as an isolated structure in a non-equilibrium geometry, with ωB97M-V with the def2-TZVPD basis set.

XYZ file:
```
43
Properties=species:S:1:pos:R:3:nbo_charge:R:1
Tl 0.73 0.09 -0.20 0.801
C -2.52 -0.86 -0.31 -0.429
N -1.35 -1.09 0.60 -0.509
C -1.19 -2.58 0.71 -0.435
C -1.50 -0.31 1.86 -0.236
C -0.36 -0.41 2.84 -0.241
N 0.93 -0.44 2.23 -0.743
C 1.98 -0.34 3.06 0.127
C 3.30 -0.32 2.46 0.276
F 3.34 -0.25 1.10 -0.333
C 4.46 -0.37 3.23 0.329
F 5.74 -0.20 2.66 -0.349
C 4.46 -0.32 4.65 -0.436
C 3.19 -0.35 5.26 0.338
F 3.22 -0.41 6.61 -0.329
C 2.01 -0.33 4.55 0.206
F 0.85 -0.28 5.20 -0.327
H -3.49 -1.24 0.02 0.168
H -2.33 -1.34 -1.26 0.203
H -2.65 0.21 -0.48 0.242
H -2.02 -3.10 1.26 0.180
H -0.25 -2.89 1.23 0.219
H -1.08 -2.92 -0.38 0.206
H -2.41 -0.68 2.36 0.173
H -1.76 0.71 1.58 0.219
H -0.51 -1.33 3.45 0.167
H -0.54 0.44 3.49 0.194
H 5.39 -0.46 5.27 0.236
C -1.05 0.88 -5.64 -0.681
C -0.56 0.97 -4.21 0.215
N 0.24 0.04 -3.77 -0.191
O 0.55 -0.84 -4.89 -0.639
C -1.11 1.96 -3.28 -0.048
C -2.03 3.00 -3.82 -0.670
N -1.02 1.80 -1.98 -0.056
O -1.53 2.66 -1.18 -0.626
H -1.49 -0.10 -5.81 0.234
H -0.15 0.91 -6.32 0.229
H -1.70 1.76 -5.86 0.217
H 0.95 -1.57 -4.40 0.468
H -1.56 3.67 -4.55 0.189
H -2.33 3.70 -3.03 0.249
H -2.85 2.53 -4.29 0.191
```

Summary:
ΔE to the lowest compared entry with this formula, charge and spin	0.0	kJ/mol
2S+1	1
F_max	2.4	eV/Å
total charge	-1
E_LUMO	2.63	eV
HOMO-LUMO gap	6.447	eV

---

No. 4
Computed, not measured: C48H53N5O2P2Sb2Ti as an isolated structure, with ωB97M-V with the def2-TZVPD basis set.

XYZ file:
```
113
Properties=species:S:1:pos:R:3:mulliken_charge:R:1
Ti 0.19 0.12 0.00 0.558
O 0.91 1.19 1.43 0.575
P 0.47 2.49 2.17 1.149
C -1.34 2.38 2.30 -1.835
P -2.12 2.30 0.65 1.534
O -1.13 1.60 -0.31 -0.501
C -2.48 3.93 0.08 0.543
C -1.85 4.43 -1.06 -0.076
C -2.15 5.72 -1.49 -0.730
C -3.07 6.49 -0.78 -0.566
C -3.69 5.98 0.35 -0.821
C -3.40 4.70 0.78 -0.926
C -3.62 1.35 0.80 0.826
C -4.29 1.08 -0.40 -0.733
C -5.46 0.34 -0.39 -0.735
C -5.98 -0.12 0.82 -0.674
C -5.32 0.16 2.02 -0.781
C -4.14 0.89 2.01 -0.568
C 1.16 2.60 3.79 0.613
C 2.47 3.09 3.88 -0.638
C 3.08 3.16 5.12 -0.762
C 2.39 2.75 6.26 -0.546
C 1.09 2.27 6.16 -0.794
C 0.47 2.19 4.93 -0.565
C 0.88 3.94 1.23 0.586
C 1.37 3.86 -0.07 0.018
C 1.65 5.02 -0.78 -0.780
C 1.43 6.25 -0.19 -0.670
C 0.93 6.34 1.10 -0.844
C 0.66 5.19 1.82 -0.739
H -1.74 3.22 2.87 0.876
H -1.56 1.46 2.85 0.749
H -1.14 3.83 -1.61 0.314
H -1.68 6.11 -2.38 0.482
H -3.30 7.49 -1.12 0.463
H -4.41 6.59 0.89 0.478
H -3.91 4.30 1.65 0.425
H -3.90 1.46 -1.34 0.522
H -5.99 0.15 -1.31 0.531
H -6.91 -0.67 0.84 0.481
H -5.74 -0.18 2.95 0.479
H -3.66 1.12 2.95 0.470
H 3.00 3.43 3.00 0.401
H 4.09 3.54 5.21 0.450
H 2.87 2.81 7.23 0.442
H 0.56 1.96 7.05 0.457
H -0.54 1.81 4.87 0.341
H 1.52 2.89 -0.54 -0.098
H 2.04 4.96 -1.78 0.475
H 1.65 7.16 -0.74 0.478
H 0.76 7.31 1.56 0.517
H 0.30 5.26 2.84 0.527
C 2.61 1.45 -3.46 -1.196
Sb 2.48 0.22 -1.74 0.353
C 3.88 1.13 -0.42 -1.203
C 3.51 -1.60 -2.33 -1.058
C 4.76 -1.69 -1.52 0.646
C 5.92 -1.08 -2.01 -0.677
C 7.07 -1.02 -1.25 -0.598
C 7.08 -1.56 0.02 -0.740
C 5.95 -2.19 0.51 -1.031
C 4.78 -2.28 -0.25 1.360
C 3.67 -3.15 0.27 -1.829
Sb 1.62 -2.50 0.54 0.441
C 1.16 -3.68 2.25 -1.374
C 0.69 -3.67 -0.98 -1.595
H 3.65 1.52 -3.76 0.409
H 2.23 2.45 -3.23 0.305
H 2.03 1.03 -4.28 0.427
H 4.88 0.96 -0.79 0.549
H 3.78 0.69 0.57 0.361
H 3.67 2.20 -0.37 0.370
H 3.71 -1.47 -3.39 0.801
H 2.84 -2.45 -2.21 0.231
H 5.90 -0.65 -3.01 0.385
H 7.96 -0.56 -1.66 0.427
H 7.98 -1.52 0.63 0.448
H 5.98 -2.66 1.48 0.404
H 3.94 -3.54 1.25 0.681
H 3.54 -4.02 -0.38 0.626
H 1.62 -4.66 2.12 0.443
H 0.09 -3.80 2.32 0.440
H 1.55 -3.22 3.15 0.412
H 1.29 -4.56 -1.19 0.822
H 0.56 -3.11 -1.90 0.380
H -0.29 -3.99 -0.62 0.416
C -1.61 -0.84 -2.70 -1.758
C -1.95 -1.52 -1.43 -0.006
N -1.41 -1.26 -0.24 2.181
C -2.01 -2.11 0.68 -1.477
C -2.90 -2.89 0.03 -0.843
N -2.86 -2.50 -1.30 0.624
C -3.50 -3.22 -2.41 -1.523
N -2.68 -4.29 -2.87 0.690
N -1.54 -3.97 -3.55 -0.278
N -0.83 -5.02 -3.69 -0.695
C -1.47 -6.08 -3.08 0.258
C -1.11 -7.43 -2.98 -0.758
C -1.98 -8.25 -2.31 -0.554
C -3.18 -7.77 -1.74 -0.573
C -3.55 -6.45 -1.84 -0.993
C -2.67 -5.61 -2.53 1.690
H -0.89 -0.04 -2.52 0.164
H -2.49 -0.39 -3.15 0.470
H -1.19 -1.55 -3.42 0.343
H -1.76 -2.10 1.73 0.731
H -3.56 -3.67 0.37 0.675
H -3.67 -2.51 -3.22 0.370
H -4.46 -3.61 -2.07 0.362
H -0.20 -7.79 -3.43 0.475
H -1.74 -9.30 -2.21 0.415
H -3.83 -8.46 -1.23 0.412
H -4.49 -6.10 -1.43 0.388
```

Summary:
ΔE to the lowest compared entry with this formula, charge and spin	13.8	kJ/mol
2S+1	2
F_max	0.4	eV/Å
total charge	+3
E_LUMO (spin up / spin down)	-8.16 / -7.82	eV
HOMO-LUMO gap (spin up / spin down)	6.647 / 6.993	eV

---

No. 5
Computed, not measured: a 2-piece molecular cluster, C3H10N2S overall in a non-equilibrium geometry, with ωB97M-V with the def2-TZVPD basis set.

XYZ file:
```
16
Properties=species:S:1:pos:R:3:nbo_charge:R:1
C -1.31 0.04 1.64 -0.632
C -0.60 -1.32 1.52 -0.502
S 1.23 -1.10 1.42 -0.061
H -1.14 0.48 2.63 0.210
H -0.88 0.69 0.84 0.222
H -2.38 0.10 1.49 0.219
H -0.80 -2.01 2.33 0.215
H -1.07 -1.75 0.63 0.203
N 1.88 0.65 -2.25 -0.817
C 0.53 0.50 -2.06 0.274
N -0.22 1.46 -1.63 -0.700
H 2.12 1.59 -1.94 0.376
H 2.44 -0.04 -1.75 0.385
H 0.25 -0.51 -2.37 0.150
H -1.13 1.01 -1.73 0.334
H 1.07 0.21 1.23 0.125
```

Summary:
ΔE to the lowest compared entry with this formula, charge and spin	61.2	kJ/mol
SMILES	[H]/N=C/N.CCS
2S+1	1
F_max	2.4	eV/Å
total charge	0
E_LUMO	0.85	eV
HOMO-LUMO gap	10.083	eV

---

No. 6
Computed, not measured: a 2-piece molecular cluster, C10H13O2 overall in a non-equilibrium geometry, with ωB97M-V with the def2-TZVPD basis set.

XYZ file:
```
25
Properties=species:S:1:pos:R:3:nbo_charge:R:1
C -0.03 2.01 -2.23 -0.519
C -0.94 1.18 -1.18 -0.601
C 1.42 1.20 -2.58 0.784
O 1.42 0.09 -3.07 -0.758
O 2.45 1.90 -2.31 -0.819
H -0.42 2.02 -3.20 0.188
H -0.02 3.06 -1.73 0.178
H -0.74 0.17 -1.37 0.218
H -2.05 1.42 -1.39 0.163
H -0.82 1.46 -0.20 0.173
C -1.90 -0.14 1.86 -0.647
C 0.52 0.12 1.42 -0.250
C -0.61 -0.65 1.55 0.000
C 1.66 -0.47 0.96 -0.154
C -0.49 -2.12 1.52 -0.221
C 1.72 -1.82 0.64 -0.235
C 0.69 -2.63 0.99 -0.218
H 0.53 1.19 1.38 0.219
H 2.57 0.20 0.73 0.227
H -2.77 -0.73 1.51 0.213
H -2.02 0.82 1.20 0.230
H -1.36 -2.67 1.85 0.198
H 2.56 -2.02 0.04 0.222
H 0.65 -3.58 0.64 0.196
H -2.01 0.00 2.98 0.214
```

Summary:
ΔE to the lowest compared entry with this formula, charge and spin	228.3	kJ/mol
2S+1	1
F_max	5.3	eV/Å
total charge	-1
E_LUMO	3.25	eV
HOMO-LUMO gap	6.893	eV

---

No. 7
Computed, not measured: one molecule with the formula C4H3N in a non-equilibrium geometry, with ωB97M-V with the def2-TZVPD basis set.

XYZ file:
```
8
Properties=species:S:1:pos:R:3:nbo_charge:R:1
C 0.41 -1.51 -0.67 -0.310
C -0.54 -0.27 -0.03 -0.477
C 0.47 -1.37 0.61 -0.100
C -0.05 0.92 0.14 0.569
N 0.45 1.80 0.80 -0.600
H 0.58 -1.87 -1.65 0.250
H -1.58 -0.48 0.09 0.256
H 0.27 2.77 0.70 0.412
```

Summary:
ΔE to the lowest compared entry with this formula, charge and spin	391.8	kJ/mol
2S+1	1
F_max	4.0	eV/Å
total charge	0
E_LUMO	0.14	eV
HOMO-LUMO gap	8.541	eV

---

No. 8
Computed, not measured: one molecule with the formula C5H9BN2 in a non-equilibrium geometry, with ωB97M-V with the def2-TZVPD basis set.

XYZ file:
```
17
Properties=species:S:1:pos:R:3:nbo_charge:R:1
B 0.91 -0.08 0.08 0.805
C -1.56 -1.06 -0.18 -0.011
C -2.70 0.64 -0.02 0.176
C -0.63 -0.11 0.13 -0.302
C 1.55 -1.63 0.22 -0.963
C 1.64 1.35 -0.21 -0.999
N -2.84 -0.67 -0.21 -0.455
N -1.40 1.02 0.19 -0.497
H -1.27 -2.17 -0.11 0.202
H -3.43 1.42 0.03 0.189
H 1.42 -1.90 -0.92 0.246
H 1.01 -2.42 0.83 0.242
H 2.60 -1.56 0.49 0.226
H 2.69 1.23 0.07 0.231
H 1.38 2.19 0.33 0.229
H 1.79 1.77 -1.21 0.259
H -1.15 1.98 0.48 0.421
```

Summary:
ΔE to the lowest compared entry with this formula, charge and spin	11.4	kJ/mol
SMILES	CB(C)c1cnc[nH]1
2S+1	1
F_max	4.8	eV/Å
total charge	0
E_LUMO	0.44	eV
HOMO-LUMO gap	9.306	eV

---

Which formula does entry 1 have? C5H7N3